1.
A structure of composition C20H13BrCl5KN4OS. Source: the OMol25 dataset; level of theory: wB97M-V/def2-TZVPD.

```
46
Properties=species:S:1:pos:R:3:forces:R:3:mulliken_charge:R:1
Br -0.496338 -5.556662 1.653737 0.1 0.1 0.0 -0.19
K 0.786515 -2.525872 0.698501 -0.1 0.1 0.0 0.99
Cl -4.581620 -0.238466 -0.792615 -0.1 0.0 0.0 -0.23
Cl 0.211484 -1.219717 -2.421221 0.1 0.0 0.0 -0.15
Cl -2.110408 -2.646118 -0.574588 0.0 -0.1 0.0 -0.04
Cl -1.426081 1.767929 -3.262798 0.0 -0.1 0.1 -0.27
Cl -0.279236 0.489393 2.153371 0.2 -0.3 0.2 -0.21
S 5.240278 1.313594 -1.664156 0.0 0.0 0.0 -0.38
O -5.370637 -4.190703 2.615656 0.0 0.0 0.0 -0.53
N 2.732873 0.704834 0.518537 0.1 -0.1 0.0 0.51
N 3.279261 2.163907 -3.346627 0.0 0.0 0.0 0.16
N 2.700850 2.232798 -1.271719 0.0 0.0 0.0 0.40
N -1.372249 -3.129047 2.638515 0.0 -0.1 0.0 -0.24
C -1.811393 -4.317889 2.271195 0.0 0.0 0.0 -0.06
C -2.242104 1.288817 -0.567102 0.1 0.2 -0.2 -0.34
C 2.554380 2.865867 2.425902 0.0 0.1 -0.1 -0.40
C -1.007823 -0.348745 -1.558029 -0.2 0.1 0.0 0.07
C -1.136165 1.969909 -0.281503 0.0 0.2 0.2 -1.29
C -1.936859 -0.943330 -0.793763 -0.1 -0.1 0.0 -0.33
C -1.232800 1.107438 -1.593807 0.0 -0.1 -0.1 1.01
C -2.911657 0.038970 -0.165225 0.1 -0.1 0.0 0.49
C -2.315176 -2.266925 3.038948 0.0 0.0 0.0 -0.46
C 3.742547 1.898471 -2.103688 0.0 0.0 0.0 -0.09
C 2.027496 2.138161 3.349042 0.0 -0.1 0.1 -0.29
C -3.663384 -2.547944 3.063435 -0.1 -0.1 -0.1 -0.49
C -3.124234 -4.736685 2.253674 -0.1 0.0 0.0 -0.36
C 4.068021 1.958826 -4.542118 0.0 0.0 0.0 -0.95
C 2.711881 2.033417 0.116309 -0.1 0.0 0.1 -0.19
C 1.974905 2.644045 -3.293479 0.0 0.0 0.0 -0.48
C 2.634521 3.036026 0.987520 0.0 -0.1 -0.1 -0.18
C 1.601862 2.684703 -2.006772 0.0 0.0 0.0 -0.59
C 2.752722 -0.422619 0.800147 -0.1 0.2 -0.1 -0.55
C -4.084240 -3.811572 2.651302 0.1 0.1 0.0 0.88
H -3.407403 -5.725434 1.926895 0.0 0.0 0.0 0.44
H 0.148303 -0.261111 3.121711 -0.1 0.3 -0.1 0.23
H -5.946004 -3.452471 2.847965 0.0 0.0 0.0 0.31
H -4.371679 -1.795892 3.385650 0.0 0.0 0.0 0.31
H 3.087201 3.577068 3.092055 0.0 0.0 0.1 0.30
H 4.987254 2.540026 -4.485246 0.0 0.0 0.0 0.35
H 4.334443 0.907273 -4.638899 0.0 0.0 0.0 0.34
H 0.668816 2.917316 -1.520496 0.0 0.0 0.0 0.75
H 1.416376 2.879179 -4.180632 0.0 0.0 0.0 0.43
H 2.648406 4.041126 0.589801 0.0 0.0 0.0 0.46
H 3.480325 2.273271 -5.400701 0.0 0.0 0.0 0.33
H -1.976783 -1.287971 3.349272 0.0 0.0 0.0 0.40
H -2.986440 -0.047210 0.916034 0.1 -0.1 0.0 0.11
```
Forces are in eV/Å.

E_HOMO: -7.132 eV
E_LUMO: -0.0112 Ha

=====

2.
A structure of composition C8H19N7Zn. Source: the OMol25 dataset; level of theory: wB97M-V/def2-TZVPD.

```
35
Properties=species:S:1:pos:R:3:forces:R:3:mulliken_charge:R:1
Zn -0.247949 0.228440 -0.097351 0.9 0.8 0.0 -0.06
N -0.228149 -0.230538 4.066194 -0.9 -1.1 -0.8 -0.55
N 0.033525 0.612512 1.792901 -0.3 -1.8 1.2 -0.46
N -1.245018 1.174806 -1.703764 -0.6 -0.2 0.2 -0.17
N -0.646630 -1.616932 -0.843827 1.3 -1.1 -0.1 -0.11
N 1.461675 0.318428 -1.566346 -1.6 -0.6 0.8 -0.13
N -0.345942 0.132739 6.310060 -0.5 -0.4 -1.1 -0.40
N 1.316310 1.195350 5.112497 -1.0 -1.1 -1.2 -0.35
C 1.115726 1.427292 -2.500765 2.8 0.8 -0.3 -0.75
C -2.147063 0.028451 -2.037061 -1.2 0.1 0.8 -0.74
C -1.466340 -1.320112 -2.056075 -1.4 -1.2 0.3 -0.49
C 1.458037 -1.081383 -2.090013 0.2 0.3 -0.8 -0.93
C -0.055129 0.108348 2.875162 0.2 2.3 -2.2 0.96
C 0.734590 -2.159656 -1.265172 1.0 0.5 1.4 -0.45
C -0.359579 1.496575 -2.836671 0.7 -0.8 -1.2 -0.51
C 0.266466 0.358329 5.116580 0.1 0.7 2.2 0.63
H -2.929157 -0.068269 -1.250986 0.3 0.6 -0.5 0.44
H -1.023432 -2.333206 -0.189341 -0.2 0.8 -0.9 0.32
H -0.836331 -1.357396 -2.914915 0.3 -0.5 -0.6 0.20
H 1.434642 1.515925 6.037050 1.1 1.5 0.5 0.22
H 1.499450 2.366295 -2.002845 -0.8 -0.9 -0.2 0.45
H 1.817156 1.406442 -3.435470 -1.6 -0.3 1.3 0.32
H 2.497350 -1.337723 -2.259023 0.1 -0.5 0.0 0.51
H -2.294296 -2.081614 -2.157245 1.0 0.7 -0.1 0.40
H 1.004607 -1.072694 -3.074775 0.1 0.2 -0.3 0.39
H -1.835114 1.997367 -1.542607 0.2 -0.5 0.2 0.37
H 1.572472 1.676342 4.240059 0.2 -0.3 1.1 0.25
H 2.343191 0.501060 -1.119264 0.2 0.2 0.1 0.36
H -1.314691 -0.217144 6.254933 1.1 0.0 0.3 0.25
H -0.539146 0.782463 -3.674065 -0.1 0.4 0.6 0.24
H 0.724351 -3.132120 -1.842655 -0.4 1.1 0.6 0.35
H -2.647329 0.188687 -3.003096 0.1 0.0 0.3 0.41
H 1.365003 -2.318489 -0.315840 -1.2 0.0 -1.2 0.36
H 0.069787 0.329481 7.213986 -0.2 0.1 -0.4 0.22
H -0.553036 2.481957 -3.240245 -0.2 0.2 0.0 0.45
```
Forces are in eV/Å.

E_HOMO: -16.219 eV
E_LUMO: -0.1996 Ha
total charge: +2

=====

3.
A structure of composition C11H24AlF6NO13S5. Source: the OMol25 dataset; level of theory: wB97M-V/def2-TZVPD.

```
61
Properties=species:S:1:pos:R:3:forces:R:3:mulliken_charge:R:1
S -4.263665 0.921744 2.155613 0.8 1.8 0.8 1.08
S -0.902252 -3.977811 -0.849890 2.1 0.4 5.2 0.95
S -0.289753 6.323485 2.053271 -1.3 1.2 0.1 1.08
S 5.563517 -4.494777 -3.230762 -1.1 -1.6 1.0 1.06
S -1.966590 -3.445930 -3.076399 -4.5 1.5 -2.5 1.01
Al 1.625845 0.740056 -1.285521 0.0 0.1 0.2 1.00
F -0.063584 -6.338109 0.012734 -0.5 0.4 -0.3 -0.15
F 1.489019 -5.146283 -0.894888 -1.6 -0.1 -0.4 -0.18
F 0.007986 -6.174193 -2.160690 0.0 0.5 0.7 -0.19
F -0.392391 -3.921420 -5.068754 2.3 -0.4 0.3 -0.16
F -1.018467 -1.782830 -4.914048 0.3 -1.1 0.2 -0.17
F -2.255975 -3.367278 -5.767041 -0.2 0.8 1.3 -0.15
O 6.812475 -4.032570 -3.792841 -1.7 -0.2 0.3 -0.55
O -2.261751 -4.855411 -3.111890 0.4 0.0 0.0 -0.36
O 0.532198 7.689595 1.640818 -0.2 -1.4 -0.4 -0.25
O -2.988503 1.110180 1.419227 -2.8 -0.4 1.3 -0.55
O -4.480789 -0.246861 2.987647 0.1 1.2 -1.3 -0.56
O 0.056414 5.274625 1.101416 0.2 1.0 1.6 -0.56
O -0.214285 -3.218675 0.202364 -0.5 -0.5 -2.3 -0.55
O -3.165741 -2.580972 -2.885250 2.8 -1.3 0.0 -0.38
O 5.961200 -5.522221 -1.964377 -1.5 1.6 -1.3 -0.26
O -0.319352 6.189979 3.522951 0.4 -0.2 -3.1 -0.55
O -4.435122 2.310575 3.131706 0.1 -2.1 -1.0 -0.23
O -2.259462 -4.308005 -0.514954 0.3 0.1 -1.4 -0.45
O 4.485215 -3.633278 -2.710166 2.2 -1.1 -0.8 -0.52
N -0.649411 -3.076572 -2.327833 -0.5 -0.8 1.6 -0.20
C -5.280091 3.396648 5.102808 -0.3 1.3 0.5 -1.34
C 1.127945 9.982996 2.195049 0.1 -0.2 -1.2 -1.15
C 1.142306 8.512429 2.609431 0.0 1.8 1.9 -0.15
C -5.528597 2.261355 4.109572 1.2 0.6 0.9 -0.02
C 7.053169 -6.401053 -2.145528 1.5 -0.8 -0.9 -0.11
C 0.196177 -5.550330 -0.998282 1.6 -0.3 -0.5 0.70
C -1.322576 -3.080358 -4.855992 -2.1 0.7 -1.8 0.72
C 4.591460 -5.776201 -4.327455 1.2 1.3 0.8 -0.88
C 7.145320 -7.285139 -0.947637 -0.6 0.2 -0.1 -1.20
C -5.699911 1.260047 0.975609 1.1 -0.6 0.8 -0.80
C -1.912789 7.058203 1.464120 1.0 -0.7 1.1 -0.78
H -5.955537 3.284770 5.950957 -0.4 -0.1 -0.2 0.38
H -5.260601 2.005141 0.312319 -0.3 -0.3 -0.2 0.31
H 8.062338 -7.873883 -0.924240 0.2 0.6 0.1 0.34
H 0.535825 8.609368 3.509927 0.0 -1.1 0.4 0.30
H -5.372542 4.430124 4.768936 -0.5 -0.2 -0.6 0.34
H 1.296594 10.771479 2.928503 0.5 -0.8 0.7 0.38
H 6.982250 -6.980041 -3.066317 -0.1 0.2 -0.4 0.37
H -2.692500 6.393997 1.836907 0.0 0.2 0.0 0.32
H 0.111564 10.237828 1.894833 0.1 -0.1 -0.7 0.31
H 7.078763 -6.442380 -0.259592 0.1 -1.1 1.5 0.32
H -5.482785 1.404827 4.782145 0.1 -0.6 -0.8 0.26
H -6.582663 1.640200 1.489744 0.4 0.0 0.3 0.34
H -1.857530 8.009091 1.994077 -0.6 0.0 -0.2 0.29
H -1.936096 7.164735 0.379594 0.3 -0.1 0.2 0.32
H 4.049981 -5.164817 -5.049332 0.1 -0.1 0.1 0.37
H 1.882347 10.104261 1.417699 -0.4 0.5 -0.4 0.28
H -5.923956 0.270396 0.577503 0.1 0.3 -0.4 0.33
H -4.326399 3.485083 5.623150 0.5 -1.1 -0.5 0.36
H 2.140600 8.144610 2.846504 -0.1 -0.1 0.1 0.34
H 6.351142 -8.029611 -0.891544 -0.3 0.4 0.3 0.30
H 5.329195 -6.433826 -4.787222 -0.1 0.1 0.0 0.36
H -6.472171 2.284152 3.564364 -0.1 0.3 0.3 0.29
H 7.991451 -5.846603 -2.128591 -0.1 0.4 -0.6 0.27
H 3.931540 -6.284541 -3.624467 0.2 0.1 -0.1 0.31
```
Forces are in eV/Å.

E_HOMO: -14.494 eV
E_LUMO: -0.4864 Ha
total charge: +2

=====

4.
A cluster of 8 separate species, C18H41Br8NO3S3 in total. Source: the OMol25 dataset; level of theory: wB97M-V/def2-TZVPD.

```
74
Properties=species:S:1:pos:R:3:forces:R:3:mulliken_charge:R:1
Br 1.263631 2.191510 3.715468 0.7 0.2 -0.3 -0.13
Br -2.466979 -0.948870 2.743118 0.3 -0.3 0.4 -0.13
Br 0.420551 1.164120 -4.068772 -0.7 -0.3 0.1 -0.14
Br -1.776229 2.518040 -0.552652 0.3 -0.7 0.0 -0.18
Br -0.677369 0.021450 6.966368 -0.4 0.0 -0.7 -0.18
Br 5.682351 2.366200 2.104198 -1.0 -0.5 0.6 -0.19
Br 1.613231 -0.642940 0.543968 -0.7 0.6 0.1 -0.14
Br -4.199829 -0.024140 -4.513942 1.1 0.0 0.2 -0.18
S -5.268849 -1.292000 -0.555712 0.7 -1.1 -1.6 0.40
S 5.035231 -2.636290 -2.084052 -2.1 -1.5 1.1 0.42
S 2.030301 5.580490 -0.685122 -1.0 -0.3 1.8 0.37
O 2.109811 4.113050 -0.388442 0.2 0.4 -0.2 -0.51
O 4.169301 -3.906980 -2.045652 0.9 1.8 -0.7 -0.60
O -3.759259 -1.151780 -0.669502 -1.3 -0.2 0.3 -0.43
N -0.133959 -4.162890 2.048878 -1.4 0.7 -2.3 -0.58
C 0.737231 -3.334890 -1.675412 0.1 -0.2 2.0 -0.78
C 4.001091 -1.094170 -2.347292 0.5 -0.3 0.3 -0.60
C -1.908759 -0.111910 5.417278 -0.5 -1.6 0.2 -0.63
C 4.034361 1.691540 3.056598 0.1 -0.5 -0.3 -0.61
C -2.441419 0.753790 -3.956962 -0.5 1.7 -1.0 -0.29
C -1.212939 -0.769310 4.225578 0.8 2.2 0.6 0.02
C -5.754999 -2.601020 -1.849032 0.2 0.9 0.2 -0.83
C -0.647529 -3.957800 -1.463192 0.7 0.1 -1.3 -0.89
C 0.272981 5.971730 -0.718962 -1.1 0.8 -0.5 -1.05
C -0.697029 -3.877470 1.060718 1.0 -1.0 1.9 0.13
C 2.286731 6.469720 0.960668 0.2 -0.5 -0.9 -0.86
C -5.613929 -2.310440 0.883538 -0.1 0.4 0.7 -0.87
C 2.898941 2.592700 2.686008 0.2 0.9 -0.5 -0.42
C -1.348029 -3.488070 -0.206112 0.3 0.6 0.1 1.27
C 0.542131 0.867640 -0.212522 0.7 0.2 -0.4 0.59
C -1.215559 0.126500 -4.524252 0.8 -1.8 0.1 -0.41
C -0.901149 0.915420 0.275618 0.4 0.7 -0.2 0.21
C 5.328661 -2.377400 -0.297932 1.0 0.7 -0.7 -0.68
H 3.337451 6.756530 0.918068 -0.2 0.4 0.3 0.33
H -2.290769 0.880340 5.177268 0.1 -0.2 0.1 0.38
H -2.478129 0.913690 -2.879382 0.1 -0.4 -0.2 0.00
H 2.117301 5.798230 1.802388 0.0 -0.4 -0.3 0.20
H -5.700449 -1.606700 1.711398 0.3 0.0 0.1 0.29
H 4.065551 -0.811820 -3.398112 0.0 0.0 0.1 0.40
H 4.209301 1.705100 4.132378 0.3 0.1 -0.2 0.44
H -0.214699 5.654370 -1.640672 0.3 -0.5 0.0 0.34
H -2.439709 1.717970 -4.465342 -0.6 0.3 0.5 0.40
H -5.212189 -3.528800 -1.668222 -0.1 0.1 0.2 0.27
H -4.791159 -2.993020 1.096238 0.0 -0.1 -0.2 0.23
H -5.513149 -2.215950 -2.839662 0.5 0.2 0.2 0.16
H -0.585369 -5.044490 -1.520962 0.0 0.0 0.1 0.39
H 0.741671 -2.246400 -1.618252 -0.5 0.2 -1.2 -0.08
H -0.332659 5.643260 0.125678 0.5 -0.7 0.2 0.34
H 3.841161 0.671470 2.724588 0.3 0.1 0.0 0.32
H 4.455301 -0.343010 -1.701102 0.3 0.2 -0.3 0.35
H 1.570771 7.286140 1.055318 0.4 0.2 -0.2 0.37
H -0.590469 -1.632430 4.461488 -0.6 -0.2 -0.3 0.46
H 4.491591 -1.844350 0.152928 0.0 -0.5 0.2 0.02
H 1.175791 1.740280 -0.054172 -0.5 0.2 0.7 -0.03
H -1.105639 -0.889940 -4.146262 0.5 0.1 0.2 0.19
H 2.961391 -1.130940 -2.022072 0.1 -0.7 -0.1 -0.02
H -2.708189 -0.792870 5.709358 -0.1 0.5 0.5 0.39
H -0.561159 0.068050 3.976338 0.5 -0.6 -0.9 -0.36
H -1.455779 0.019520 -0.003372 -0.2 0.3 0.0 -0.23
H -1.053109 1.170860 1.324308 0.4 -0.4 -0.1 0.15
H 3.253641 3.607520 2.866128 -0.6 0.1 0.4 0.39
H -6.832759 -2.746610 -1.922062 -0.1 -0.1 0.7 0.39
H 0.089461 7.046170 -0.716802 0.6 0.3 -0.1 0.43
H 0.643831 0.753470 -1.291752 -0.5 -0.4 0.1 -0.28
H 1.347091 -3.786150 -2.458062 -0.1 0.3 0.1 0.44
H -1.108789 0.037350 -5.605342 -0.7 0.4 0.1 0.40
H -1.265539 -2.401200 -0.209992 -0.3 0.2 0.1 -0.65
H 5.638691 -3.330740 0.129998 -0.7 -0.1 -0.1 0.37
H -2.410689 -3.722070 -0.270222 0.1 -0.1 0.5 0.10
H 2.643371 2.588920 1.626398 -0.1 -0.4 0.1 0.22
H -6.582239 -2.810230 0.857548 0.1 -0.1 -0.5 0.41
H 1.237741 -3.431340 -0.711942 0.7 -0.8 0.0 0.31
H -1.222369 -3.637080 -2.331992 -0.6 -0.1 0.1 0.34
H 6.231211 -1.768600 -0.244562 0.0 0.4 0.1 0.38
```
Forces are in eV/Å.

E_HOMO: -8.692 eV
E_LUMO: 0.0078 Ha

=====

5.
A structure of composition C2H2EuFO. Source: the OMol25 dataset; level of theory: wB97M-V/def2-TZVPD.

```
7
Properties=species:S:1:pos:R:3:forces:R:3:mulliken_spin:R:1
Eu 2.842697 0.667097 0.072548 -0.1 0.0 0.0 7.02
F 0.878013 -0.033423 0.058789 0.1 0.0 0.0 -0.02
O -3.391883 0.269601 -0.057803 0.3 -1.3 0.0 0.22
C -1.673999 -1.544040 -0.043966 -0.7 -1.0 0.0 0.58
C -2.733078 -0.649705 -0.055643 0.2 1.8 0.0 0.14
H -1.466372 -2.057117 0.898269 0.1 0.3 -0.2 0.03
H -1.380535 -1.983208 -1.000804 0.1 0.3 0.2 0.03
```
Forces are in eV/Å.

E_HOMO (alpha / beta): -17.638 / -20.662 eV
<S²>: 20.0170
E_LUMO (alpha / beta): -0.3129 / -0.4136 Ha
2S+1: 9
total charge: +2

=====

6.
The ion C6H13ClN4 with charge +2. Source: the OMol25 dataset; level of theory: wB97M-V/def2-TZVPD.

```
24
Properties=species:S:1:pos:R:3:forces:R:3:mulliken_charge:R:1
Cl 0.505652 2.334956 -0.206721 -1.1 0.3 -0.6 0.00
N -1.612969 -0.817883 1.038826 -1.5 0.5 0.5 -0.58
N 2.249463 -0.557516 -2.089128 1.6 0.8 -1.6 -0.25
N -0.685967 1.132159 2.258774 -0.6 -1.0 0.0 -0.54
N -2.069832 1.462940 -0.283786 1.8 1.1 -0.6 -0.02
C 1.101360 -0.656597 -1.192251 -0.8 -0.3 3.0 0.49
C 1.546763 -0.756161 0.230212 -3.8 1.2 -1.0 -0.65
C -0.613077 0.198358 1.121035 2.3 0.1 1.1 1.27
C -0.812875 1.297538 -0.009774 -0.4 -0.7 2.2 -0.21
C 0.775666 -0.408205 1.267736 -0.9 0.5 -5.4 -1.22
C -0.202251 -0.603153 -1.551906 1.2 -1.6 0.2 -0.99
H -0.339110 -0.553686 -2.600894 -0.8 0.3 -1.0 0.37
H 1.985818 -0.405840 -3.035758 -1.2 1.5 -1.4 0.37
H -2.697454 0.752588 0.076961 -0.3 -0.3 -0.1 0.35
H 3.036575 0.130462 -1.899101 -1.4 -0.5 0.4 0.43
H 1.192660 -0.583563 2.163232 0.9 -0.4 3.5 0.55
H 2.759665 -1.376591 -2.414368 0.2 -1.5 1.5 0.39
H -1.536428 0.942294 2.747467 -1.0 0.5 0.4 0.32
H -1.433776 -1.731303 0.656010 0.7 -0.1 0.1 0.17
H 0.016147 0.884406 2.947390 0.2 0.3 -0.1 0.24
H -1.087256 -0.880838 -0.870689 1.9 0.6 -1.7 0.34
H -2.397278 2.304200 -0.734827 -0.3 0.1 -0.2 0.28
H -2.113506 -0.957190 1.899541 -0.2 0.1 0.3 0.24
H 2.432010 -1.151377 0.482019 3.4 -1.5 0.4 0.62
```
Forces are in eV/Å.

E_HOMO: -17.167 eV
E_LUMO: -0.3025 Ha
SMILES string: C=C([NH3+])/C=C\C(N)(N)C(=[NH2+])Cl
total charge: +2